(1)
The ion C5H11N with charge +1 at a distorted geometry, computed with the ωB97M-V functional and the def2-TZVPD basis.

Element x y z (Å)
1 C 2.192 0.036 -0.970
2 C 1.449 0.218 0.409
3 N -1.184 1.253 0.382
4 C -1.032 -0.014 0.342
5 C 0.252 -0.614 0.394
6 C -2.235 -0.824 0.032
7 H 1.526 -0.524 -1.630
8 H 3.149 -0.467 -0.821
9 H 2.368 0.988 -1.450
10 H 2.083 -0.100 1.212
11 H 1.236 1.255 0.624
12 H -2.043 1.744 0.527
13 H -0.382 1.874 0.472
14 H 0.326 -1.679 0.482
15 H -1.960 -1.778 -0.413
16 H -2.986 -0.339 -0.569
17 H -2.760 -1.029 0.976

The calculation puts the HOMO energy (alpha / beta) at -14.078 / -16.575 eV. The spin multiplicity is 2. As for the frontier orbital gap (alpha / beta): 10.89 / 10.03 eV. For the energy above the lowest of the compared OMol25 structures with the same formula, charge and spin, the calculation gives 43.9 kJ/mol. The expectation value of S² is 0.76. As for the total charge: +1.


(2)
An isolated molecule of C6H10O3 at a distorted geometry, computed with the ωB97M-V functional and the def2-TZVPD basis.

Element x y z (Å)
1 C -1.395 0.373 -0.348
2 C -2.564 -0.307 -1.019
3 C 2.324 0.006 -0.591
4 C 0.342 -0.373 1.021
5 C 1.079 0.532 0.058
6 C 0.939 -1.084 1.975
7 O -1.004 -0.380 0.832
8 O -1.523 1.672 -0.134
9 O 0.900 1.783 0.134
10 H -0.430 2.028 -0.010
11 H -0.366 0.229 -0.976
12 H -2.831 0.237 -1.921
13 H -2.329 -1.344 -1.245
14 H -3.411 -0.281 -0.335
15 H 3.063 -0.228 0.176
16 H 2.741 0.752 -1.263
17 H 2.107 -0.912 -1.136
18 H 2.002 -1.020 2.128
19 H 0.356 -1.683 2.655

The calculation puts the HOMO energy at -9.310 eV. As for the frontier orbital gap: 9.18 eV. For the energy above the lowest of the compared OMol25 structures with the same formula, charge and spin, the calculation gives 216.8 kJ/mol.


(3)
A cluster of 2 separate species, C6H11N2OS in total at a distorted geometry, computed with the ωB97M-V functional and the def2-TZVPD basis.

Element x y z (Å)
1 C 0.137 -1.211 0.797
2 C -0.963 -0.399 0.740
3 C 0.835 0.888 0.339
4 C 1.591 2.074 -0.046
5 C 2.578 -0.976 0.573
6 C -4.325 -1.196 -0.625
7 N 1.292 -0.388 0.656
8 N -0.506 0.814 0.409
9 O -3.830 1.438 -0.004
10 S -4.001 0.097 0.573
11 H 0.249 -2.260 0.959
12 H 1.464 2.877 0.599
13 H 2.623 1.899 -0.314
14 H 1.027 2.424 -0.842
15 H 3.155 -1.122 1.523
16 H 2.319 -2.029 0.180
17 H 3.278 -0.505 -0.210
18 H -3.599 -2.028 -0.553
19 H -3.962 -0.665 -1.466
20 H -5.391 -1.485 -0.543
21 H -1.169 1.607 0.184

The calculation puts the HOMO energy (alpha / beta) at -13.386 / -12.526 eV. As for the frontier orbital gap (alpha / beta): 8.54 / 6.54 eV. For the energy above the lowest of the compared OMol25 structures with the same formula, charge and spin, the calculation gives 375.7 kJ/mol. As for the total charge: +1.


(4)
An isolated molecule of C3H6INS at a distorted geometry, computed with the ωB97M-V functional and the def2-TZVPD basis.

Element x y z (Å)
1 C -0.100 -1.010 -1.086
2 C -0.062 -0.242 0.118
3 C -0.918 1.048 0.374
4 N 1.166 -0.270 0.756
5 S -1.125 -1.762 0.141
6 I 2.859 0.566 -0.060
7 H -0.540 -0.783 -2.056
8 H 0.831 -1.432 -1.180
9 H -0.845 1.292 1.454
10 H -1.934 0.689 0.080
11 H -0.487 1.863 -0.252
12 H 1.155 0.042 1.711

The calculation puts the HOMO energy at -8.717 eV. As for the frontier orbital gap: 8.28 eV. For the energy above the lowest of the compared OMol25 structures with the same formula, charge and spin, the calculation gives 6.7 kJ/mol.


Please write out number 4 again, unchanged.
An isolated molecule of C3H6INS at a distorted geometry, computed with the ωB97M-V functional and the def2-TZVPD basis.

Element x y z (Å)
1 C -0.100 -1.010 -1.086
2 C -0.062 -0.242 0.118
3 C -0.918 1.048 0.374
4 N 1.166 -0.270 0.756
5 S -1.125 -1.762 0.141
6 I 2.859 0.566 -0.060
7 H -0.540 -0.783 -2.056
8 H 0.831 -1.432 -1.180
9 H -0.845 1.292 1.454
10 H -1.934 0.689 0.080
11 H -0.487 1.863 -0.252
12 H 1.155 0.042 1.711

The calculation puts the HOMO energy at -8.717 eV. As for the frontier orbital gap: 8.28 eV. For the energy above the lowest of the compared OMol25 structures with the same formula, charge and spin, the calculation gives 6.7 kJ/mol.